1.
{
  "formula": "C37H29ClMnOPS3Si",
  "method": "the ωB97M-V functional and the def2-TZVPD basis",
  "symbols": ["Mn", "Cl", "C", "C", "C", "C", "C", "C", "P", "C", "C", "C", "C", "C", "C", "C", "C", "C", "C", "C", "C", "H", "H", "H", "H", "H", "H", "H", "H", "H", "H", "H", "H", "H", "H", "S", "C", "S", "S", "O", "Si", "C", "C", "C", "C", "C", "C", "C", "C", "C", "C", "C", "C", "C", "C", "C", "C", "C", "C", "H", "H", "H", "H", "H", "H", "H", "H", "H", "H", "H", "H", "H", "H", "H"],
  "coordinates": [[-0.94636, -0.27940, 1.98225], [-1.82737, 1.82369, 0.77360], [-0.52352, 2.44707, -0.17929], [-0.81235, 3.23672, -1.27688], [0.22631, 3.74469, -2.03841], [1.53879, 3.45314, -1.70125], [1.81642, 2.66935, -0.59241], [0.79198, 2.16083, 0.20233], [1.04317, 1.13640, 1.70491], [2.86876, 1.12092, 1.79987], [3.59481, 1.99384, 2.60335], [4.98069, 1.93286, 2.62053], [5.64905, 0.99965, 1.84114], [4.93006, 0.11863, 1.04476], [3.54600, 0.17249, 1.03153], [0.57214, 2.32546, 3.02559], [0.31301, 3.67519, 2.80016], [-0.12140, 4.47678, 3.84466], [-0.29795, 3.94250, 5.11234], [-0.01883, 2.60466, 5.35179], [0.42045, 1.80179, 4.31155], [-1.84370, 3.43874, -1.53256], [0.00563, 4.36186, -2.89965], [2.35072, 3.84205, -2.30251], [2.84376, 2.45417, -0.33129], [3.07135, 2.71982, 3.21195], [5.53966, 2.61535, 3.24829], [6.73075, 0.95456, 1.86426], [5.45263, -0.61621, 0.44553], [2.97540, -0.52316, 0.42452], [0.43799, 4.09469, 1.80909], [-0.33827, 5.52220, 3.66020], [-0.66321, 4.56752, 5.91766], [-0.18716, 2.17418, 6.32944], [0.61685, 0.75151, 4.48877], [-2.62861, -0.57620, 6.27582], [-2.21806, -0.60194, 4.66738], [-3.05436, 0.30451, 3.46494], [-0.91310, -1.59248, 4.06214], [-0.74541, -1.29204, 0.27430], [-1.02344, -1.84010, -1.17888], [0.36157, -2.98401, -1.76177], [1.13162, -3.67863, -0.82878], [2.10623, -4.58018, -1.23277], [2.32998, -4.80046, -2.58569], [1.57933, -4.11461, -3.52987], [0.60523, -3.21548, -3.11667], [-1.24831, -0.44539, -2.45299], [-2.52692, 0.06232, -2.69583], [-2.73699, 1.09698, -3.59683], [-1.66296, 1.64634, -4.28378], [-0.38169, 1.16870, -4.04767], [-0.18180, 0.13780, -3.13976], [-2.63415, -2.83574, -1.20222], [-3.15815, -3.41576, -2.35819], [-4.34811, -4.12813, -2.32807], [-5.03594, -4.27468, -1.13060], [-4.53029, -3.70904, 0.03151], [-3.33985, -2.99563, -0.00887], [0.96119, -3.50409, 0.22861], [2.69166, -5.11455, -0.49424], [3.08710, -5.50696, -2.90503], [1.75285, -4.27940, -4.58702], [0.02386, -2.68029, -3.86140], [-3.37599, -0.37372, -2.17908], [-3.73965, 1.47085, -3.77009], [-1.82426, 2.44501, -4.99884], [0.46078, 1.60083, -4.57572], [0.82552, -0.23294, -2.97333], [-2.62700, -3.30620, -3.29990], [-4.74135, -4.56891, -3.23710], [-5.96725, -4.82849, -1.10631], [-5.06199, -3.82281, 0.96814], [-2.94755, -2.54902, 0.89865]],
  "forces_ev_per_a": [[-1.1, -1.7, 0.6], [-0.4, 0.5, -0.2], [0.4, 0.0, -0.2], [-0.1, 0.0, 0.0], [0.1, 0.0, 0.0], [0.0, 0.1, -0.1], [0.0, -0.1, 0.1], [-0.3, -0.1, -0.1], [0.8, 1.4, 0.1], [0.0, -0.4, 0.0], [-0.1, 0.0, -0.1], [0.0, 0.0, 0.0], [0.0, 0.0, 0.0], [0.1, 0.0, 0.0], [-0.1, 0.0, 0.0], [0.2, 0.0, 0.0], [0.0, -0.1, 0.0], [0.0, 0.1, -0.1], [0.0, 0.0, 0.1], [0.0, 0.1, 0.0], [0.0, 0.0, -0.1], [0.0, 0.0, 0.0], [0.0, 0.0, 0.0], [0.0, 0.0, 0.0], [0.0, 0.0, 0.0], [0.0, 0.0, 0.0], [0.0, 0.0, 0.0], [0.0, 0.0, 0.0], [0.0, 0.0, 0.0], [0.0, 0.0, 0.0], [0.0, 0.0, 0.0], [0.0, 0.0, 0.0], [0.0, 0.0, 0.0], [0.0, 0.0, 0.0], [-0.1, -0.1, 0.1], [0.0, 0.0, 0.1], [0.0, -0.2, 0.1], [0.2, 0.3, -0.6], [0.5, -0.1, -0.1], [0.1, 0.4, 0.6], [-0.3, -0.1, -0.2], [-0.1, 0.2, -0.2], [0.0, 0.0, 0.1], [0.0, 0.0, 0.0], [0.0, 0.0, 0.0], [0.0, 0.0, 0.0], [0.0, 0.0, 0.0], [0.0, -0.2, 0.0], [0.0, 0.0, 0.0], [0.0, 0.1, 0.0], [0.0, 0.0, 0.0], [0.0, 0.0, -0.1], [0.1, 0.0, 0.0], [0.1, 0.1, 0.0], [0.0, 0.0, 0.0], [0.0, 0.0, -0.1], [0.0, 0.0, 0.0], [-0.1, -0.1, 0.0], [0.1, 0.1, 0.0], [0.0, 0.0, 0.0], [0.0, 0.0, 0.0], [0.0, 0.0, 0.0], [0.0, 0.0, 0.0], [0.0, 0.0, 0.0], [0.0, 0.0, 0.0], [0.0, 0.0, 0.0], [0.0, 0.0, 0.0], [0.0, 0.0, 0.0], [0.0, 0.0, 0.0], [0.0, 0.0, 0.0], [0.0, 0.0, 0.0], [0.0, 0.0, 0.0], [0.0, 0.0, 0.0], [0.0, 0.0, 0.0]],
  "mulliken_charge": [0.227, -0.192, 0.850, -0.629, -0.721, -0.754, -0.632, 0.107, 1.588, -0.257, -0.291, -0.708, -0.490, -0.589, -0.326, 0.461, -0.137, -0.671, -0.456, -0.687, -0.671, 0.460, 0.374, 0.385, 0.362, 0.423, 0.400, 0.364, 0.432, 0.540, 0.399, 0.399, 0.375, 0.435, 0.469, -0.351, 0.119, -0.404, -0.468, 0.304, -1.281, 0.428, -0.183, -0.686, -0.373, -0.712, -0.006, 0.549, -0.281, -0.760, -0.402, -0.737, -0.114, 0.201, 0.001, -0.711, -0.389, -0.666, -0.505, 0.356, 0.405, 0.362, 0.381, 0.331, 0.369, 0.394, 0.394, 0.397, 0.442, 0.291, 0.376, 0.361, 0.430, 0.295],
  "largest_force_ev_per_a": 2.126,
  "s_squared": 8.759,
  "orbital_gap_ev": [5.80, 6.15],
  "energy_ev": -134408.7184,
  "total_charge": -1,
  "lumo_ha": [0.0820, 0.0820],
  "multiplicity": 6,
  "homo_energy_ev": [-3.563, -3.919]
}


2.
{
  "formula": "C4H14NO",
  "method": "the ωB97M-V functional and the def2-TZVPD basis",
  "symbols": ["C", "C", "C", "C", "N", "H", "H", "H", "H", "H", "H", "H", "H", "H", "H", "H", "H", "H", "H", "O"],
  "coordinates": [[-0.21260, -0.94310, 0.82374], [-0.83689, 0.17927, 0.03053], [-1.60029, -0.16363, -1.22487], [-0.84339, -0.93973, -2.32622], [1.13476, 0.61817, 2.42607], [0.56291, -1.37512, 0.17374], [-0.88050, -1.76507, 1.07295], [-0.04611, 0.89565, -0.21491], [-1.38723, 0.93439, 0.63248], [-2.07950, 0.66748, -1.73113], [-2.38648, -0.91610, -1.03303], [-0.44363, -1.88485, -1.94172], [-1.57042, -1.38838, -3.00983], [-0.12904, -0.37921, -2.92388], [0.45043, -0.30243, 1.57949], [1.01210, 1.33589, 3.16742], [1.80016, -0.03756, 2.86768], [3.19929, 2.06698, 0.27418], [1.98689, 1.54101, 1.11404], [2.26955, 1.85634, 0.24328]],
  "forces_ev_per_a": [[-2.5, -1.1, -4.1], [1.1, 3.2, 1.6], [-0.9, -2.9, -1.7], [-0.1, -0.7, 0.1], [2.4, -0.7, -1.5], [0.9, 0.1, 1.0], [0.0, 0.4, 1.2], [0.5, -0.5, -0.6], [-0.7, -1.1, 0.1], [0.1, 0.6, 0.7], [-0.1, 0.7, 0.6], [0.7, 0.4, 0.2], [-0.2, 0.6, -0.2], [0.2, 0.0, 0.3], [1.0, 2.1, 2.7], [-2.2, -0.8, 0.2], [-0.4, -0.3, -0.2], [0.4, 0.1, 0.1], [0.3, 0.1, -0.2], [-0.5, -0.1, -0.2]],
  "mulliken_charge": [-0.213, -0.424, -0.492, -1.244, -0.570, 0.408, 0.375, 0.257, 0.461, 0.327, 0.264, 0.373, 0.374, 0.317, 0.003, 0.292, 0.368, 0.344, 0.383, -0.604],
  "largest_force_ev_per_a": 4.888,
  "orbital_gap_ev": 5.32,
  "energy_ev": -7899.1002,
  "total_charge": 1,
  "de_lowest_kcal_mol": 181.1,
  "lumo_ha": -0.3588,
  "multiplicity": 1,
  "homo_energy_ev": -15.084
}


3.
{
  "formula": "C24H70N6O8",
  "method": "the ωB97M-V functional and the def2-TZVPD basis",
  "symbols": ["O", "H", "H", "H", "O", "H", "C", "C", "C", "O", "C", "N", "H", "H", "H", "H", "H", "H", "H", "H", "H", "H", "H", "C", "C", "C", "O", "C", "N", "H", "H", "H", "H", "H", "H", "H", "H", "H", "H", "H", "C", "C", "C", "O", "C", "N", "H", "H", "H", "H", "H", "H", "H", "H", "H", "H", "H", "C", "C", "C", "O", "C", "N", "H", "H", "H", "H", "H", "H", "H", "H", "H", "H", "H", "C", "C", "C", "O", "C", "N", "H", "H", "H", "H", "H", "H", "H", "H", "H", "H", "H", "C", "C", "C", "O", "C", "N", "H", "H", "H", "H", "H", "H", "H", "H", "H", "H", "H"],
  "coordinates": [[0.44967, -0.16038, 1.49333], [1.30770, 0.05625, 1.12123], [0.03985, 0.65384, 1.79447], [-0.10238, -0.54709, 0.80973], [-0.96901, -0.54641, -0.55114], [-1.52065, -0.46071, -1.35294], [0.68402, 3.29484, 3.00165], [-0.68311, 2.88769, 3.50065], [-1.68439, 4.01054, 3.47055], [-1.15212, 5.10076, 4.10902], [-1.78000, 6.35150, 3.85859], [-0.92258, 1.76217, 2.56778], [1.33196, 2.44120, 3.20058], [1.10271, 4.18662, 3.46805], [0.61048, 3.43581, 1.92331], [-0.60530, 2.52881, 4.52693], [-2.68253, 3.76214, 3.83127], [-1.86184, 4.11113, 2.39981], [-2.86966, 6.32436, 3.85848], [-1.44520, 6.66317, 2.86921], [-1.48360, 7.10070, 4.59273], [-1.83227, 1.43523, 2.86048], [-1.03588, 2.13958, 1.63782], [-0.57364, -3.51412, -2.32094], [-0.37084, -4.19813, -0.96057], [1.02415, -4.73202, -0.78378], [1.24488, -5.97631, -1.51329], [2.51466, -6.68459, -1.41637], [-0.84059, -3.31498, 0.05367], [-0.41833, -4.18557, -3.16541], [0.15137, -2.71692, -2.48499], [-1.62750, -3.25635, -2.42607], [-0.94590, -5.12370, -0.98754], [1.07831, -4.94488, 0.28386], [1.77003, -3.96624, -0.99674], [3.31274, -6.06175, -1.82040], [2.56394, -7.57954, -2.03663], [2.68387, -6.98347, -0.38190], [-1.76394, -3.65758, 0.27762], [-0.94878, -2.41075, -0.38308], [3.82615, 1.26592, 3.03587], [3.96844, 0.52034, 1.74161], [3.68012, -1.02049, 1.91013], [4.18107, -1.73866, 0.75388], [4.05350, -3.14245, 0.95611], [2.97197, 1.02280, 0.87562], [2.94011, 0.87430, 3.53555], [3.69781, 2.33814, 2.88763], [4.69307, 1.16515, 3.68887], [4.95840, 0.55073, 1.28648], [2.63427, -1.20061, 2.15885], [4.34616, -1.23997, 2.74459], [4.37039, -3.67071, 0.05687], [3.00804, -3.43629, 1.04979], [4.60041, -3.63019, 1.76302], [3.23631, 1.96900, 0.64124], [2.94184, 0.58763, -0.03532], [-4.18247, -1.68113, -0.53229], [-4.19740, -1.24464, 0.91654], [-5.08148, -2.12102, 1.81593], [-6.41674, -1.84055, 1.60868], [-7.28914, -2.99371, 1.53266], [-2.79513, -1.43638, 1.38371], [-4.16192, -2.73212, -0.82059], [-3.38358, -1.22769, -1.11904], [-5.02668, -1.16958, -0.99458], [-4.61804, -0.23961, 0.88386], [-4.94782, -1.93903, 2.88229], [-4.91507, -3.16372, 1.54541], [-7.09305, -3.45787, 0.56612], [-8.33568, -2.69058, 1.50179], [-7.13205, -3.69118, 2.35544], [-2.45485, -2.34724, 1.11051], [-2.24598, -0.96676, 0.67802], [3.83842, 0.06784, -2.58673], [2.32535, 0.16127, -2.68326], [1.69592, -0.52974, -3.96088], [2.22130, 0.11189, -5.14139], [2.32442, -0.62864, -6.38750], [1.68065, -0.18857, -1.41219], [4.18188, -0.96510, -2.53052], [4.07647, 0.70802, -1.73726], [4.38096, 0.37332, -3.48140], [2.17444, 1.19003, -3.01034], [0.61330, -0.51380, -3.83529], [1.89285, -1.60171, -3.97485], [1.39454, -1.08113, -6.73201], [3.13671, -1.35402, -6.34171], [2.56023, 0.18193, -7.07704], [0.67608, -0.12413, -1.32977], [1.81177, -1.18484, -1.31050], [-2.78542, 2.95198, -0.65780], [-1.35843, 3.14141, -1.10869], [-0.93289, 4.69443, -1.10651], [0.09447, 4.98518, -2.04868], [1.42649, 4.64800, -1.69390], [-0.51288, 2.22623, -0.40010], [-3.41866, 3.34787, -1.45177], [-3.00723, 3.50242, 0.25648], [-3.06764, 1.91499, -0.47584], [-1.28866, 2.87931, -2.16441], [-0.72437, 5.17795, -0.15214], [-1.79984, 5.17841, -1.55624], [1.61823, 4.73011, -0.62404], [2.07953, 5.36929, -2.18521], [1.61459, 3.63947, -2.06211], [0.38140, 2.20430, -0.86902], [-0.88575, 1.28963, -0.46219]],
  "forces_ev_per_a": [[1.2, -2.0, 1.0], [1.5, 0.8, -0.6], [-1.2, 2.0, 1.5], [-1.5, -0.7, -1.9], [-0.4, 0.3, -1.0], [0.5, -0.2, 0.7], [0.6, 0.7, 0.5], [1.5, -0.6, 0.0], [-0.7, -0.8, -1.5], [0.1, 1.2, 1.1], [0.2, -0.2, -0.6], [-1.8, 0.4, 1.6], [0.2, 0.2, -0.2], [-0.1, 0.0, 0.0], [0.2, 0.1, -0.1], [0.0, -0.3, 0.0], [-0.1, -0.3, 0.6], [0.1, 1.0, -0.6], [-0.2, -0.4, 0.1], [-0.1, 0.4, -0.1], [0.3, -0.3, 0.1], [-0.4, -1.0, -0.4], [-0.1, 0.4, -0.6], [0.1, -1.2, -0.6], [-0.1, -1.1, -2.7], [1.2, -1.1, 0.9], [-0.1, 0.0, -0.5], [-0.8, 1.4, 0.3], [0.2, -0.6, 0.9], [0.3, -0.4, 0.1], [-0.4, 0.5, 0.3], [0.1, 0.7, 0.1], [-0.4, -0.1, 0.1], [0.4, -0.1, 0.3], [0.4, 0.0, -0.3], [0.2, 0.3, 0.4], [-0.9, 0.0, -0.1], [0.3, 0.1, 0.1], [0.0, 0.1, 0.3], [-0.1, 0.7, 0.3], [0.5, -0.1, 0.7], [-0.1, -2.3, -0.2], [2.2, 1.3, -0.1], [-0.7, -0.1, 1.2], [-0.6, -0.5, -1.0], [-0.9, 1.2, -1.2], [0.0, 0.2, 0.3], [-0.1, 0.0, -0.2], [0.0, -0.3, 0.1], [0.4, 0.2, 0.2], [0.0, -0.3, -0.1], [-0.3, -0.7, 0.4], [0.3, 0.4, -0.2], [-0.3, 0.2, 0.3], [0.3, 0.7, 0.5], [-0.5, 0.6, 0.1], [-0.1, -0.7, -0.2], [-1.3, 1.0, -1.5], [1.3, -2.3, 0.1], [0.2, 0.1, -0.2], [-2.8, -0.1, -0.5], [0.8, 0.9, -0.6], [-0.5, 1.3, 0.7], [-0.2, -0.2, 0.6], [0.4, 0.1, 0.5], [-0.6, -0.6, -0.4], [0.7, 0.4, 0.7], [1.0, -0.2, 0.1], [0.5, -0.3, 0.3], [0.1, -0.5, 0.0], [0.2, 0.4, 0.3], [0.1, 0.0, 0.1], [-0.8, -0.5, 0.7], [0.5, 1.0, 0.0], [-0.2, -0.6, -0.3], [-0.7, 0.1, -2.2], [1.0, -0.4, 0.5], [-0.7, -0.7, 0.4], [-0.1, 1.2, 1.0], [1.2, -0.3, -0.8], [0.0, -0.2, 0.9], [0.7, -0.4, 0.0], [-0.5, 0.7, -0.1], [-0.5, 0.6, 0.8], [-0.3, 0.6, -0.5], [0.5, -0.3, -0.1], [-0.1, -0.1, 0.3], [-0.1, -0.1, 0.0], [0.2, -0.3, -0.3], [-0.8, 0.4, -0.4], [0.3, -0.4, 0.3], [-0.5, 0.6, -0.2], [0.4, 1.1, -0.3], [-0.5, -1.5, -1.1], [0.0, 0.2, 0.4], [-0.6, 0.1, -0.2], [1.0, 0.9, 0.8], [-0.3, 0.0, 0.2], [0.0, 0.1, 0.1], [0.2, -0.1, -0.1], [-0.3, 0.3, -0.5], [0.1, -0.4, 0.4], [-0.1, 0.2, 0.2], [-0.1, -0.2, 0.2], [0.0, -0.2, -0.2], [0.5, -0.1, 0.2], [0.3, -0.2, 0.2], [-0.1, -0.7, -0.1]],
  "mulliken_charge": [-0.231, 0.208, 0.747, 0.307, -0.625, -0.437, -0.682, 0.137, -0.374, -0.357, -0.747, -0.439, -0.247, 0.478, 0.152, 0.376, 0.452, 0.015, 0.318, 0.283, 0.250, 0.158, -0.097, -1.467, 0.501, -0.567, -0.392, -0.704, -0.558, 0.497, 0.145, 0.329, 0.527, 0.436, -0.059, 0.273, 0.262, 0.284, 0.309, 0.063, -1.639, 0.322, -0.861, -0.253, -0.803, -0.238, 0.324, 0.413, 0.457, 0.495, 0.419, 0.491, 0.249, 0.296, 0.358, 0.288, -0.278, -1.344, 0.737, -0.896, -0.382, -0.710, -0.684, 0.339, 0.138, 0.461, 0.381, 0.310, 0.397, 0.314, 0.245, 0.298, 0.347, -0.166, -1.674, 1.020, -0.854, -0.375, -0.765, 1.399, 0.356, 0.456, 0.388, -0.078, 0.367, 0.450, 0.303, 0.307, 0.269, -0.647, -0.576, -1.330, 0.687, -0.871, -0.444, -0.324, 1.163, 0.531, 0.176, 0.126, 0.429, 0.310, 0.391, 0.225, 0.349, -0.064, -0.475, -0.579],
  "largest_force_ev_per_a": 2.898,
  "orbital_gap_ev": 9.24,
  "energy_ev": -51337.3719,
  "total_charge": 0,
  "de_lowest_kcal_mol": 98.4,
  "lumo_ha": 0.0249,
  "multiplicity": 1,
  "homo_energy_ev": -8.563
}